Here is 12 unconnected molecules or ions with the total composition C36H84N12O12 at a distorted geometry from the OMol25 dataset. Energies are from ωB97M-V with the def2-TZVPD basis set.

Bonds (Å) are listed after each position.
Positions of all 144 atoms, in Å:
1 C 0.351 0.211 1.219  C2 1.512, H6 1.087, H7 1.097, H8 1.091
2 C 0.381 -0.434 -0.149  C1 1.512, O3 1.233, N4 1.346
3 O 1.474 -0.754 -0.621  C2 1.233
4 N -0.781 -0.472 -0.827  C2 1.346, C5 1.449, H9 1.010
5 C -0.982 -0.936 -2.184  N4 1.449, H10 1.090, H11 1.094, H12 1.090
6 H 1.243 0.819 1.353  C1 1.087
7 H 0.443 -0.552 2.001  C1 1.097
8 H -0.566 0.735 1.493  C1 1.091
9 H -1.595 -0.494 -0.229  N4 1.010
10 H -0.840 -0.096 -2.865  C5 1.090
11 H -2.013 -1.234 -2.393  C5 1.094
12 H -0.430 -1.841 -2.439  C5 1.090
13 C 2.144 -4.004 0.489  C14 1.527, H18 1.092, H19 1.105, H20 1.084
14 C 1.626 -4.456 -0.874  C13 1.527, O15 1.222, N16 1.348
15 O 1.064 -5.526 -1.051  C14 1.222
16 N 1.733 -3.555 -1.873  C14 1.348, C17 1.466, H21 1.009
17 C 1.494 -3.943 -3.266  N16 1.466, H22 1.088, H23 1.084, H24 1.088
18 H 2.874 -3.192 0.473  C13 1.092
19 H 2.901 -4.752 0.788  C13 1.105
20 H 1.472 -4.095 1.335  C13 1.084
21 H 2.088 -2.622 -1.724  N16 1.009
22 H 1.439 -3.019 -3.839  C17 1.088
23 H 0.561 -4.490 -3.350  C17 1.084
24 H 2.340 -4.521 -3.631  C17 1.088
25 C 6.071 -3.935 2.270  C26 1.535, H30 1.094, H31 1.084, H32 1.087
26 C 5.414 -2.562 2.079  C25 1.535, O27 1.233, N28 1.328
27 O 4.718 -2.173 3.019  C26 1.233
28 N 5.535 -1.968 0.897  C26 1.328, C29 1.430, H33 1.007
29 C 4.844 -0.816 0.408  N28 1.430, H34 1.097, H35 1.093, H36 1.086
30 H 6.327 -4.376 1.302  C25 1.094
31 H 5.319 -4.567 2.729  C25 1.084
32 H 6.964 -3.807 2.876  C25 1.087
33 H 6.048 -2.490 0.206  N28 1.007
34 H 4.317 -1.125 -0.503  C29 1.097
35 H 5.493 -0.017 0.042  C29 1.093
36 H 4.061 -0.351 1.001  C29 1.086
37 C -3.727 1.811 -4.871  C38 1.508, H42 1.092, H43 1.090, H44 1.089
38 C -2.245 1.963 -4.638  C37 1.508, O39 1.210, N40 1.361
39 O -1.380 1.630 -5.416  C38 1.210
40 N -1.920 2.446 -3.408  C38 1.361, C41 1.453, H45 1.003
41 C -0.552 2.642 -2.962  N40 1.453, H46 1.090, H47 1.090, H48 1.086
42 H -4.116 2.410 -5.697  C37 1.092
43 H -4.276 2.149 -3.992  C37 1.090
44 H -3.962 0.789 -5.165  C37 1.089
45 H -2.668 2.633 -2.767  N40 1.003
46 H -0.014 1.719 -3.176  C41 1.090
47 H -0.582 2.698 -1.873  C41 1.090
48 H -0.079 3.534 -3.363  C41 1.086
49 C -6.293 -0.627 -4.180  C50 1.507, H54 1.090, H55 1.091, H56 1.089
50 C -5.355 -1.775 -3.914  C49 1.507, O51 1.224, N52 1.368
51 O -4.169 -1.560 -3.701  C50 1.224
52 N -5.832 -3.055 -3.844  C50 1.368, C53 1.450, H57 1.008
53 C -7.244 -3.352 -3.702  N52 1.450, H58 1.089, H59 1.090, H60 1.093
54 H -6.186 -0.154 -5.156  C49 1.090
55 H -6.024 0.157 -3.470  C49 1.091
56 H -7.351 -0.835 -4.028  C49 1.089
57 H -5.182 -3.681 -3.395  N52 1.008
58 H -7.408 -4.419 -3.559  C53 1.089
59 H -7.817 -3.096 -4.594  C53 1.090
60 H -7.708 -2.850 -2.849  C53 1.093
61 C -4.395 -2.316 -7.405  C62 1.530, H66 1.087, H67 1.087, H68 1.090
62 C -2.882 -2.215 -7.198  C61 1.530, O63 1.221, N64 1.352
63 O -2.110 -1.790 -8.044  C62 1.221
64 N -2.435 -2.690 -6.014  C62 1.352, C65 1.453, H69 1.003
65 C -1.050 -2.544 -5.600  N64 1.453, H70 1.084, H71 1.087, H72 1.104
66 H -4.742 -3.287 -7.061  C61 1.087
67 H -4.572 -2.172 -8.467  C61 1.087
68 H -4.855 -1.474 -6.888  C61 1.090
69 H -3.054 -3.092 -5.334  N64 1.003
70 H -1.043 -2.065 -4.627  C65 1.084
71 H -0.373 -2.258 -6.401  C65 1.087
72 H -0.592 -3.545 -5.535  C65 1.104
73 C 1.918 3.323 -0.461  C74 1.524, H78 1.090, H79 1.089, H80 1.088
74 C 2.743 4.033 0.605  C73 1.524, O75 1.215, N76 1.363
75 O 3.902 3.738 0.819  C74 1.215
76 N 2.057 5.014 1.257  C74 1.363, C77 1.449, H81 1.002
77 C 2.672 5.750 2.343  N76 1.449, H82 1.087, H83 1.095, H84 1.092
78 H 2.293 3.586 -1.450  C73 1.090
79 H 0.878 3.637 -0.377  C73 1.089
80 H 1.993 2.248 -0.307  C73 1.088
81 H 1.257 5.413 0.805  N76 1.002
82 H 3.737 5.564 2.450  C77 1.087
83 H 2.282 5.594 3.354  C77 1.095
84 H 2.496 6.810 2.152  C77 1.092
85 C 5.093 2.071 -2.030  C86 1.530, H90 1.086, H91 1.092, H92 1.085
86 C 4.462 1.054 -2.983  C85 1.530, O87 1.225, N88 1.346
87 O 5.063 0.826 -4.027  C86 1.225
88 N 3.253 0.533 -2.705  C86 1.346, C89 1.445, H93 1.007
89 C 2.462 -0.106 -3.733  N88 1.445, H94 1.090, H95 1.095, H96 1.087
90 H 6.133 1.760 -2.018  C85 1.086
91 H 4.597 1.941 -1.066  C85 1.092
92 H 4.927 3.068 -2.425  C85 1.085
93 H 2.826 0.558 -1.794  N88 1.007
94 H 1.455 -0.239 -3.340  C89 1.090
95 H 2.800 -1.125 -3.948  C89 1.095
96 H 2.409 0.436 -4.674  C89 1.087
97 C -2.431 -2.398 5.450  C98 1.507, H102 1.093, H103 1.094, H104 1.090
98 C -1.059 -2.082 4.910  C97 1.507, O99 1.239, N100 1.339
99 O -0.786 -0.889 4.716  C98 1.239
100 N -0.177 -3.070 4.712  C98 1.339, C101 1.458, H105 1.015
101 C 1.159 -2.858 4.166  N100 1.458, H106 1.086, H107 1.091, H108 1.084
102 H -2.557 -1.955 6.441  C97 1.093
103 H -2.721 -3.445 5.582  C97 1.094
104 H -3.240 -1.922 4.895  C97 1.090
105 H -0.718 -3.926 4.646  N100 1.015
106 H 1.495 -1.864 4.447  C101 1.086
107 H 1.175 -2.797 3.077  C101 1.091
108 H 1.705 -3.698 4.582  C101 1.084
109 C 3.035 0.976 4.365  C110 1.530, H114 1.083, H115 1.090, H116 1.093
110 C 2.782 1.657 5.712  C109 1.530, O111 1.219, N112 1.353
111 O 1.709 1.540 6.278  C110 1.219
112 N 3.841 2.310 6.243  C110 1.353, C113 1.466, H117 1.003
113 C 3.755 3.009 7.528  N112 1.466, H118 1.086, H119 1.090, H120 1.091
114 H 2.102 0.936 3.817  C109 1.083
115 H 3.451 -0.015 4.544  C109 1.090
116 H 3.841 1.560 3.915  C109 1.093
117 H 4.697 2.547 5.776  N112 1.003
118 H 2.736 2.981 7.901  C113 1.086
119 H 4.078 4.045 7.425  C113 1.090
120 H 4.423 2.513 8.234  C113 1.091
121 C -4.119 0.645 -0.870  C122 1.550, H126 1.089, H127 1.088, H128 1.085
122 C -3.884 1.094 0.595  C121 1.550, O123 1.216, N124 1.360
123 O -3.993 2.277 0.853  C122 1.216
124 N -3.451 0.178 1.502  C122 1.360, C125 1.464, H129 1.008
125 C -3.548 0.443 2.938  N124 1.464, H130 1.091, H131 1.086, H132 1.087
126 H -5.201 0.757 -0.927  C121 1.089
127 H -3.747 -0.341 -1.140  C121 1.088
128 H -3.590 1.392 -1.453  C121 1.085
129 H -3.562 -0.783 1.222  N124 1.008
130 H -4.541 0.843 3.151  C125 1.091
131 H -2.786 1.151 3.251  C125 1.086
132 H -3.434 -0.510 3.448  C125 1.087
133 C -0.602 3.589 3.085  C134 1.533, H138 1.090, H139 1.092, H140 1.087
134 C -0.998 4.135 4.462  C133 1.533, O135 1.217, N136 1.339
135 O -1.704 5.119 4.581  C134 1.217
136 N -0.572 3.354 5.463  C134 1.339, C137 1.453, H141 1.012
137 C -0.914 3.646 6.844  N136 1.453, H142 1.097, H143 1.090, H144 1.086
138 H -1.174 2.681 2.900  C133 1.090
139 H 0.475 3.407 3.099  C133 1.092
140 H -0.806 4.293 2.283  C133 1.087
141 H -0.031 2.498 5.439  N136 1.012
142 H -1.885 3.182 7.061  C137 1.097
143 H -1.088 4.714 6.974  C137 1.090
144 H -0.193 3.279 7.568  C137 1.086

The calculation puts the HOMO energy at -0.33276 Eh. Its frontier orbital gap is 8.9388 eV. The value obtained for the LUMO energy is -0.12 eV. Its SMILES is CNC(C)=O.CNC(C)=O.CNC(C)=O.CNC(C)=O.CNC(C)=O.CNC(C)=O.CNC(C)=O.CNC(C)=O.CNC(C)=O.CNC(C)=O.CNC(C)=O.CNC(C)=O. As for the multiplicity: 1. The net charge is 0.